[1]
This record from OMol25 describes C17H21Cl3GeMnN6 as an isolated structure in a non-equilibrium geometry. The level of theory is ωB97M-V with the def2-TZVPD basis set.

Output
- LUMO energy (alpha / beta): -8.21 / -8.02 eV
- Orbital gap (alpha / beta): 6.50 / 6.66 eV
- <S²>: 1.1826

ORCA input file:
```
! wB97M-V def2-TZVPD RIJCOSX def2/J DEFGRID3
* xyz 2 2
Mn -1.24272 -0.08421 -0.33296
C -1.05623 -3.23199 3.09665
N -1.97176 -2.09809 3.23903
C -2.97154 -2.10975 4.31126
C -1.91209 -1.11569 2.34113
N -1.04654 -1.05535 1.36630
N -2.83320 -0.08538 2.50269
C -2.90822 1.07415 1.77522
N -3.68161 2.03209 2.28862
N -2.29873 1.20321 0.62617
H -1.20822 -3.90732 3.93087
H -0.01775 -2.89840 3.12811
H -1.25027 -3.77356 2.16904
H -2.83866 -3.01390 4.89413
H -3.98643 -2.12551 3.90900
H -2.83655 -1.26525 4.99033
H -0.40638 -1.83718 1.34649
H -3.48229 -0.17224 3.26696
H -4.07090 1.96952 3.21442
H -3.87686 2.87029 1.76644
H -2.44404 2.09913 0.17601
N 0.51019 0.30025 -0.46733
C 1.56017 0.55397 -1.16075
C 2.69868 1.25257 -0.58115
C 2.52622 2.04841 0.55834
C 3.61783 2.69459 1.11247
C 4.87725 2.53794 0.54122
C 5.05672 1.74058 -0.58017
C 3.96744 1.09270 -1.14851
C 1.51067 0.08472 -2.56341
C 1.04342 -1.20028 -2.84515
C 0.94809 -1.61602 -4.16194
C 1.29007 -0.74366 -5.18806
C 1.74408 0.53958 -4.90528
C 1.86692 0.95924 -3.59222
H 1.53946 2.17893 0.98385
H 3.49401 3.32548 1.98156
H 5.72737 3.04533 0.97757
H 6.04146 1.61883 -1.00907
H 4.10165 0.45240 -2.00916
H 0.80240 -1.87946 -2.03675
H 0.62233 -2.62198 -4.38997
H 1.21458 -1.06927 -6.21698
H 2.00609 1.21156 -5.71100
H 2.21226 1.95876 -3.36296
Cl -1.66999 1.04808 -2.25535
Ge -3.47925 -0.52173 -3.05508
Cl -5.00511 0.37335 -1.80639
Cl -2.48402 -1.83942 -1.11422
*
```


[2]
This record from OMol25 describes C17H21CoF4N7O3 as an isolated structure. The level of theory is ωB97M-V with the def2-TZVPD basis set.

Output
- LUMO energy (alpha / beta): -2.70 / -5.35 eV
- Orbital gap (alpha / beta): 9.31 / 6.99 eV
- <S²>: 6.0542

ORCA input file:
```
! wB97M-V def2-TZVPD RIJCOSX def2/J DEFGRID3
* xyz 1 5
Co -0.37945 -0.00655 -0.45420
C -2.40851 -0.81344 2.47016
C -1.37008 0.29493 2.43045
N -1.33146 1.09068 1.17217
C -2.66459 1.71589 0.96106
C -2.84059 2.48930 -0.33073
C -0.33409 2.17235 1.32602
C 1.08958 1.65774 1.47738
N 1.33369 0.63007 0.47609
C 2.53307 0.09137 0.28721
C 2.69606 -0.81404 -0.80461
F 1.66192 -1.01297 -1.63784
C 3.89936 -1.40117 -1.09739
F 3.98811 -2.20412 -2.15393
C 5.02330 -1.13767 -0.32751
C 4.90854 -0.26243 0.74280
F 5.96953 -0.00206 1.50034
C 3.71250 0.34130 1.05488
F 3.66582 1.15093 2.11519
H -2.22312 -1.42915 3.34863
H -2.34331 -1.46023 1.59557
H -3.42517 -0.43818 2.55442
H -0.38218 -0.14097 2.56965
H -1.54348 0.98284 3.26829
H -2.86037 2.36800 1.82264
H -3.40230 0.91716 0.99836
H -2.18609 3.35431 -0.41203
H -3.86611 2.85593 -0.36405
H -2.66792 1.86884 -1.20890
H -0.57704 2.78863 2.20065
H -0.39970 2.80853 0.44279
H 1.26663 1.24455 2.47432
H 1.77895 2.49762 1.36381
H 5.97479 -1.59238 -0.56411
C -1.51723 -5.14950 -0.44238
O -0.74538 -4.09339 0.15581
C -0.90857 -2.84501 -0.21746
O -0.23573 -1.96439 0.31081
N -1.82920 -2.55683 -1.17678
N -1.91115 -1.21500 -1.58228
H -1.20482 -6.05517 0.06532
H -1.28531 -5.23459 -1.50485
H -2.58184 -4.98512 -0.27419
H -2.30302 -3.27232 -1.70634
H -2.86445 -0.87329 -1.49063
H -1.60541 -1.09676 -2.54786
O -0.48820 1.12703 -1.99897
N -0.39370 2.41486 -2.26224
C 0.77398 2.77291 -2.67311
C 0.97978 4.16079 -2.99443
N 1.17481 5.26180 -3.24749
C 1.88296 1.86144 -2.80256
N 2.76623 1.13690 -2.90797
*
```


[3]
This record from OMol25 describes C17H21CrF4N2O2SeSi as an isolated structure. The level of theory is ωB97M-V with the def2-TZVPD basis set.

Output
- LUMO energy (alpha / beta): 4.93 / 4.93 eV
- Orbital gap (alpha / beta): 6.11 / 5.80 eV
- <S²>: 0.7604

ORCA input file:
```
! wB97M-V def2-TZVPD RIJCOSX def2/J DEFGRID3
* xyz -2 2
Cr 0.66892 0.06833 0.15324
N -0.73580 -0.60666 3.14346
C -2.10543 -0.24730 2.86284
C -2.36689 0.25080 1.43304
O -3.54651 0.57027 1.19479
O -1.41107 0.23184 0.61066
H -0.44821 -1.53869 2.88762
H -0.39297 -0.34575 4.05163
H -2.40819 0.56032 3.53348
H -2.83328 -1.05440 3.00838
C 0.08140 4.29641 0.41499
C -0.17140 4.67196 -0.89543
C -0.17063 3.70890 -1.88301
C 0.09684 2.38300 -1.54458
N 0.36534 2.03819 -0.27942
C 0.34217 2.96168 0.68060
C 0.03914 1.23657 -2.46713
C -0.13643 1.38671 -3.84358
C -0.24272 0.26261 -4.64298
C -0.18189 -0.99850 -4.04749
C 0.01955 -1.12565 -2.68135
C 0.15202 -0.01142 -1.84586
H 0.06948 5.01323 1.22534
H -0.38221 5.70660 -1.14331
H -0.39000 3.96440 -2.91029
H 0.55744 2.58419 1.67114
H -0.18084 2.37317 -4.29466
H -0.36569 0.36232 -5.71575
H -0.27563 -1.88857 -4.66280
H 0.09178 -2.10937 -2.24312
C 1.46144 -5.57246 0.86388
Si 0.30851 -4.35689 0.01798
C 0.50749 -4.64929 -1.82211
C -1.42291 -4.93013 0.44892
Se 0.75193 -2.36339 0.74954
H 1.25366 -6.61140 0.57612
H 1.35203 -5.47539 1.94824
H 2.49882 -5.33151 0.61550
H 0.43494 -5.71993 -2.05198
H 1.48079 -4.27912 -2.15647
H -0.26372 -4.12261 -2.38954
H -1.55730 -5.99953 0.23582
H -2.16973 -4.36078 -0.11142
H -1.60538 -4.75593 1.51295
F 2.78960 -0.95525 -1.75159
C 2.58096 -0.09093 -0.69180
F 3.04700 1.13240 -1.22177
F 3.58946 -0.42961 0.17382
F 1.58173 0.70996 1.57427
*
```


[4]
This record from OMol25 describes one molecule with the formula C17H21N3O2S. The level of theory is ωB97M-V with the def2-TZVPD basis set.

Output
- LUMO energy: 0.30 eV
- SMILES string: COCCNC(=S)N/N=C(\C)c1ccc2cc(OC)ccc2c1
- Orbital gap: 8.02 eV

ORCA input file:
```
! wB97M-V def2-TZVPD RIJCOSX def2/J DEFGRID3
* xyz 0 1
C 4.22136 3.25228 -1.47088
O 4.46165 2.08504 -0.73208
C 4.52083 2.30725 0.65570
C 4.84913 0.98692 1.34958
N 3.86565 -0.01497 1.04496
C 4.15535 -1.19147 0.47020
S 5.66478 -1.84485 0.33764
N 3.08825 -1.91230 0.02002
N 1.85076 -1.40052 0.05429
C 0.82876 -2.04750 -0.36835
C 0.88767 -3.43074 -0.95898
C -0.45718 -1.36117 -0.24694
C -0.48683 0.05294 -0.22161
C -1.66265 0.73119 -0.10120
C -2.89083 0.04357 0.01026
C -4.11704 0.72580 0.13409
C -5.29473 0.02744 0.24480
O -6.53196 0.57841 0.36892
C -6.64301 1.98029 0.38427
C -5.27404 -1.38741 0.23538
C -4.09941 -2.06462 0.11534
C -2.87177 -1.37449 -0.00376
C -1.64619 -2.04940 -0.13575
H 5.01943 3.99033 -1.32181
H 3.26342 3.71105 -1.19232
H 4.19142 2.95672 -2.51732
H 5.29683 3.04979 0.89737
H 3.55296 2.69582 1.01731
H 5.81450 0.61045 1.00010
H 4.89895 1.15325 2.43206
H 2.89311 0.26142 0.98380
H 3.29701 -2.83010 -0.36598
H 1.02019 -4.17754 -0.17460
H -0.02101 -3.65416 -1.50852
H 1.72800 -3.51005 -1.64986
H 0.44944 0.58007 -0.31792
H -1.67123 1.81214 -0.09326
H -4.09674 1.80486 0.13974
H -7.70617 2.19218 0.48533
H -6.10467 2.41585 1.23238
H -6.27249 2.42198 -0.54653
H -6.21805 -1.90130 0.32596
H -4.09271 -3.14500 0.10788
H -1.66073 -3.12946 -0.11973
*
```